Record 1
Formula: C9H13NO3
Source: OMol25
Level of theory: ωB97M-V with the def2-TZVPD basis set

```
! RIJCOSX wB97M-V def2-TZVPD def2/J DEFGRID3
* xyz 0 1
C 1.451 2.342 1.434
C 1.604 1.031 0.959
C 0.857 2.988 0.319
C 0.890 0.720 -0.158
C -5.625 0.253 0.910
C 0.517 -1.814 0.206
C -1.357 -1.275 -2.030
C -1.746 0.107 1.112
C 0.139 -0.457 -0.472
N -0.647 -0.125 -1.605
O -5.111 0.043 -0.089
O -6.096 0.349 1.917
O 0.691 2.001 -0.618
H 1.873 2.801 2.301
H 1.898 0.189 1.560
H 0.349 3.938 0.163
H 1.439 -1.448 0.795
H -0.119 -1.970 0.932
H 0.874 -2.684 -0.364
H -0.967 -1.721 -2.877
H -1.589 -2.074 -1.237
H -2.441 -0.891 -2.357
H -1.450 -0.226 2.126
H -1.376 1.139 1.195
H -2.493 -0.280 0.495
H 0.044 0.298 -2.291
*
```

Results
Highest occupied orbital energy (spin up / spin down)   -6.41 / -7.68 eV



Record 2
Formula: C9H13OP
Source: OMol25
Level of theory: ωB97M-V with the def2-TZVPD basis set

```
! RIJCOSX wB97M-V def2-TZVPD def2/J DEFGRID3
* xyz 0 1
C 3.015 -0.376 -1.180
C 2.731 -1.716 -0.846
C 2.594 0.703 -0.447
C 1.724 -1.811 0.186
C 1.555 0.520 0.514
C 1.080 -0.722 0.676
C 1.076 1.689 1.310
C -2.952 -0.723 1.767
C -3.045 0.501 -1.905
O -2.955 -0.348 0.479
P -1.971 0.633 -0.329
H 3.608 -0.260 -2.080
H 3.108 -2.433 -1.498
H 2.854 1.694 -0.723
H 1.178 -2.771 0.405
H -0.071 1.531 1.344
H 1.470 1.816 2.318
H 1.159 2.633 0.715
H 0.155 -0.698 1.231
H -3.935 -1.196 2.046
H -2.429 -0.075 2.373
H -3.966 -0.133 -1.644
H -2.339 0.087 -2.678
H -3.644 1.455 -2.034
*
```

Results
Highest occupied orbital energy (spin up / spin down)   -8.08 / -7.51 eV



Record 3
Formula: C9H13P
Source: OMol25
Level of theory: ωB97M-V with the def2-TZVPD basis set

```
! RIJCOSX wB97M-V def2-TZVPD def2/J DEFGRID3
* xyz 0 1
C -0.066 1.309 3.874
C -0.059 0.873 2.401
P 0.262 -0.783 1.776
C -1.299 -1.841 2.205
C 0.190 -0.319 0.058
C 0.253 1.019 0.010
C 0.058 1.721 1.289
H -1.044 1.372 4.397
H 0.247 2.314 3.690
H 0.692 0.718 4.303
H -0.813 -2.585 2.848
H -1.873 -2.345 1.433
H -1.805 -1.158 2.845
H 0.287 -1.077 -0.657
H 0.353 1.513 -0.968
H 0.082 2.833 1.485
C 0.211 0.244 -4.491
C 1.149 -0.153 -3.709
C 0.611 -1.163 -4.753
H -0.354 0.941 -4.992
H 1.962 -0.170 -2.949
H -0.007 -1.989 -4.378
H 0.962 -1.272 -5.719
*
```

Results
Highest occupied orbital energy   -8.44 eV
SMILES string   CC1=P(C)=CC=C1.C1=CC1



Record 4
Formula: C9H14
Source: OMol25
Level of theory: ωB97M-V with the def2-TZVPD basis set

```
! RIJCOSX wB97M-V def2-TZVPD def2/J DEFGRID3
* xyz -1 2
C -2.464 0.444 0.709
C -0.821 1.948 -0.504
C -1.095 1.173 0.556
C 0.513 2.245 -0.804
C -0.169 0.827 1.481
C 1.519 1.779 0.024
C 1.243 1.110 1.268
H -1.689 2.144 -1.298
H 0.686 2.836 -1.684
H -3.152 0.312 -0.111
H -3.179 1.146 1.260
H -0.335 0.275 2.458
H 2.498 1.573 -0.288
H 1.889 1.131 2.044
H -2.256 -0.546 1.171
C 0.779 -2.332 0.023
C 0.777 -2.200 -1.578
H -0.003 -2.550 0.655
H 1.411 -3.179 0.203
H 1.387 -1.452 0.376
H 1.789 -2.005 -1.722
H -0.002 -1.533 -1.988
H 0.674 -3.145 -2.249
*
```

Results
Highest occupied orbital energy (spin up / spin down)   0.82 / -3.34 eV